85
Properties=species:S:1:pos:R:3 method="wB97M-V/def2-TZVPD" charge=0 lumo_ha="-0.00690 / -0.10030" multiplicity=6 homo_ev="-5.95 / -7.90" orbital_gap_ev="5.766 / 5.169" molar_mass_g_mol=789.8
Ru -0.01 -0.16 -0.11
Cl -0.53 0.22 2.68
C -1.86 1.20 3.19
C -2.09 1.30 4.55
C -3.13 2.08 5.02
C -3.95 2.76 4.13
C -3.71 2.66 2.77
Cl -4.71 3.55 1.68
C -2.66 1.88 2.25
S -2.39 1.83 0.54
H -1.45 0.77 5.23
H -3.29 2.17 6.08
H -4.76 3.37 4.48
O 4.23 -6.12 -0.15
C 4.97 -4.99 -0.21
O 6.17 -5.05 -0.12
C 4.21 -3.73 -0.33
C 2.96 -3.64 -0.96
C 2.27 -2.46 -1.01
C 2.79 -1.30 -0.39
C 4.06 -1.40 0.22
C 4.75 -2.58 0.24
N 2.08 -0.14 -0.35
C 2.78 1.01 -0.31
C 2.24 2.17 0.24
C 2.98 3.38 0.31
C 2.41 4.50 0.84
C 1.10 4.41 1.33
C 0.45 3.19 1.27
N 0.97 2.10 0.74
H 3.28 -5.92 -0.14
H 2.55 -4.51 -1.48
H 1.31 -2.40 -1.50
H 4.47 -0.54 0.73
H 5.72 -2.65 0.71
H 3.79 1.01 -0.69
H 3.99 3.38 -0.08
H 2.95 5.43 0.89
H 0.59 5.26 1.74
H -0.55 3.12 1.66
C -0.42 -1.54 -5.80
C 0.54 -1.42 -4.61
C 0.95 0.01 -4.37
C 1.83 0.60 -5.27
C 2.22 1.91 -5.15
C 1.72 2.68 -4.12
C 0.84 2.14 -3.20
C 0.20 3.00 -2.15
C -1.14 3.57 -2.61
C 0.49 0.78 -3.29
N -0.36 0.25 -2.31
C -1.51 -0.22 -2.67
C -2.38 -0.75 -1.71
C -3.72 -1.19 -1.80
C -4.11 -1.49 -0.50
C -3.01 -1.22 0.32
N -1.97 -0.78 -0.40
H -0.63 -2.59 -6.01
H 0.00 -1.09 -6.70
H -1.37 -1.04 -5.60
H 1.44 -2.00 -4.85
H 0.08 -1.85 -3.72
H 2.19 0.00 -6.10
H 2.91 2.34 -5.87
H 1.99 3.72 -4.03
H 0.87 3.82 -1.89
H 0.01 2.39 -1.26
H -1.01 4.20 -3.49
H -1.56 4.18 -1.81
H -1.83 2.78 -2.85
H -1.83 -0.15 -3.70
H -4.30 -1.25 -2.69
H -5.06 -1.84 -0.18
H -2.96 -1.30 1.39
C 0.58 -3.63 2.56
C -0.34 -2.91 1.55
C -0.90 -3.94 0.56
O 0.36 -1.91 0.95
H 0.02 -4.36 3.14
H 1.03 -2.90 3.24
H 1.39 -4.13 2.03
H -1.20 -2.50 2.13
H -0.09 -4.38 -0.02
H -1.60 -3.47 -0.13
H -1.42 -4.73 1.10

82
Properties=species:S:1:pos:R:3 method="wB97M-V/def2-TZVPD" charge=+2 lumo_ha="-0.22280 / -0.38567" multiplicity=5 homo_ev="-9.84 / -12.09" orbital_gap_ev="3.780 / 1.600" molar_mass_g_mol=833.7
Pt 0.00 0.08 5.66
C -2.12 0.02 6.47
C -2.09 -0.41 5.12
C -2.59 0.41 3.95
C -1.55 1.39 3.35
C -0.44 1.79 4.28
C -0.63 2.26 5.60
C -1.96 2.55 6.26
C -2.62 1.34 6.94
C 1.93 0.04 5.09
H -2.25 -0.79 7.19
H -2.19 -1.49 5.00
H -3.52 0.94 4.19
H -2.86 -0.32 3.17
H -1.09 0.89 2.49
H -2.06 2.27 2.94
H 0.48 2.13 3.81
H 0.20 2.84 6.03
H -2.65 3.03 5.56
H -1.77 3.30 7.04
H -2.44 1.43 8.03
H -3.71 1.39 6.85
H 2.46 -0.77 5.62
H 2.43 0.99 5.31
H 2.01 -0.14 4.01
P -0.04 -2.23 -3.57
P 1.91 0.41 -3.84
C -0.65 -0.64 -4.19
C 0.17 0.43 -4.36
C -0.85 -3.43 -4.72
C -2.02 -3.14 -5.43
C -2.62 -4.12 -6.23
C -2.05 -5.39 -6.36
C -0.84 -5.66 -5.69
C -0.24 -4.70 -4.89
C -1.02 -2.38 -2.02
C -0.64 -1.52 -0.97
C -1.36 -1.53 0.23
C -2.45 -2.41 0.38
C -2.81 -3.27 -0.66
C -2.09 -3.27 -1.86
C 2.60 1.16 -5.40
C 2.56 0.37 -6.56
C 2.93 0.90 -7.80
C 3.37 2.23 -7.90
C 3.46 3.00 -6.74
C 3.09 2.48 -5.50
C 2.01 1.83 -2.68
C 3.15 1.91 -1.86
C 3.34 3.01 -1.02
C 2.37 4.03 -0.98
C 1.22 3.93 -1.77
C 1.02 2.82 -2.60
H -1.73 -0.57 -4.36
H -0.16 1.34 -4.87
H -2.48 -2.16 -5.37
H -3.55 -3.89 -6.75
H -2.52 -6.15 -6.97
H -0.39 -6.65 -5.79
H 0.70 -4.91 -4.38
H 0.20 -0.85 -1.10
H -1.07 -0.87 1.04
H -3.01 -2.41 1.31
H -3.65 -3.96 -0.54
H -2.37 -3.95 -2.67
H 2.21 -0.66 -6.49
H 2.87 0.28 -8.69
H 3.65 2.64 -8.87
H 3.81 4.03 -6.81
H 3.16 3.10 -4.61
H 3.89 1.11 -1.90
H 4.23 3.08 -0.41
H 2.52 4.89 -0.34
H 0.46 4.71 -1.73
H 0.11 2.74 -3.19
F -0.44 -0.85 8.38
C 0.41 0.05 7.76
F 0.12 1.31 8.27
C 1.80 -0.27 8.36
F 1.71 -0.21 9.71
F 2.21 -1.53 8.03
F 2.76 0.61 7.97

82
Properties=species:S:1:pos:R:3 method="wB97M-V/def2-TZVPD" charge=0 lumo_ha="-0.00093 / -0.00517" multiplicity=3 homo_ev="-6.39 / -7.66" orbital_gap_ev="6.360 / 7.520" de_lowest_kj_mol=107.9 molar_mass_g_mol=686.5
Ti 1.00 -1.01 0.03
C -2.58 0.46 5.23
C -3.09 0.35 3.99
C -3.48 1.49 3.10
C -2.34 1.98 2.18
C -1.15 2.60 2.86
C -1.09 3.09 4.11
C -2.09 3.05 5.21
C -2.19 1.71 5.98
C 2.66 -2.21 0.06
H -2.49 -0.46 5.83
H -3.32 -0.65 3.61
H -3.93 2.30 3.67
H -4.27 1.09 2.44
H -1.91 1.16 1.60
H -2.81 2.62 1.41
H -0.25 2.57 2.27
H -0.19 3.62 4.40
H -3.09 3.30 4.88
H -1.80 3.80 5.96
H -1.26 1.48 6.53
H -2.95 1.87 6.78
H 2.64 -2.39 1.16
H 3.50 -1.57 -0.23
H 2.74 -3.15 -0.50
P -0.29 -1.75 -1.78
P 1.38 0.64 -1.56
C -1.12 -0.18 -2.25
C -0.33 0.92 -2.17
C -0.43 -2.90 -3.22
C -1.36 -2.56 -4.21
C -1.69 -3.46 -5.23
C -1.02 -4.69 -5.33
C -0.01 -4.99 -4.41
C 0.30 -4.11 -3.37
C -1.39 -2.36 -0.47
C -1.35 -1.64 0.74
C -1.91 -2.22 1.89
C -2.58 -3.44 1.77
C -2.76 -4.05 0.51
C -2.15 -3.53 -0.62
C 2.28 0.77 -3.17
C 2.11 -0.23 -4.14
C 2.47 -0.01 -5.46
C 3.10 1.18 -5.83
C 3.38 2.15 -4.85
C 2.98 1.93 -3.53
C 1.79 2.22 -0.71
C 3.08 2.39 -0.15
C 3.45 3.64 0.34
C 2.58 4.72 0.30
C 1.28 4.54 -0.20
C 0.88 3.28 -0.67
H -2.13 -0.19 -2.64
H -0.57 1.92 -2.53
H -1.82 -1.58 -4.19
H -2.46 -3.19 -5.95
H -1.28 -5.38 -6.13
H 0.54 -5.94 -4.53
H 1.12 -4.34 -2.68
H -1.03 -0.57 0.79
H -1.83 -1.69 2.84
H -3.05 -3.87 2.65
H -3.37 -4.94 0.40
H -2.20 -4.02 -1.62
H 1.68 -1.19 -3.85
H 2.26 -0.78 -6.22
H 3.37 1.36 -6.87
H 3.88 3.07 -5.13
H 3.23 2.67 -2.78
H 3.77 1.54 -0.12
H 4.46 3.78 0.73
H 2.90 5.71 0.63
H 0.59 5.36 -0.24
H -0.14 3.15 -1.02
F 0.79 -2.02 2.87
C 1.41 -0.83 2.50
F 0.45 0.18 2.63
C 2.39 -0.50 3.65
F 1.72 -0.31 4.83
F 3.33 -1.44 3.88
F 3.00 0.68 3.35

90
Properties=species:S:1:pos:R:3 method="wB97M-V/def2-TZVPD" charge=+1 lumo_ha=-0.13941 homo_ev=-10.87 orbital_gap_ev=7.074 de_lowest_kj_mol=0.0 molar_mass_g_mol=1015.5
Ir 0.50 1.00 -1.00
O -1.56 -1.21 -3.60
C -1.28 -0.26 -2.92
O -0.02 -0.09 -2.51
C -2.32 0.78 -2.58
C -3.59 0.54 -3.10
C -4.61 1.43 -2.89
C -4.43 2.59 -2.15
C -3.19 2.80 -1.61
C -2.09 1.94 -1.82
O -0.93 2.31 -1.34
N -3.02 3.98 -0.74
O -3.53 5.01 -1.11
O -2.45 3.82 0.32
N -5.94 1.16 -3.46
O -6.08 0.13 -4.09
O -6.81 1.98 -3.26
H -3.74 -0.36 -3.68
H -5.23 3.29 -1.99
N 2.05 -0.28 -0.74
C 2.93 -1.01 -0.59
N 3.91 -1.86 -0.42
C 4.67 -1.80 0.84
C 5.89 -0.92 0.66
O 6.67 -1.37 -0.43
C 5.96 -1.32 -1.65
C 4.74 -2.22 -1.59
H 4.97 -2.82 1.09
H 4.01 -1.43 1.63
H 6.53 -0.95 1.54
H 5.58 0.12 0.49
H 6.64 -1.64 -2.43
H 5.65 -0.28 -1.86
H 5.04 -3.26 -1.47
H 4.13 -2.13 -2.49
C -3.14 -3.92 7.92
C -2.81 -3.34 6.57
C -2.81 -4.13 5.43
C -2.49 -3.61 4.18
C -2.56 -4.53 2.99
C -2.14 -2.26 4.10
Te -1.72 -1.59 2.15
N -0.51 0.09 0.43
C -0.07 0.45 1.55
O -0.57 -0.08 2.70
C 1.04 1.42 1.61
C 0.92 2.57 0.82
C 2.05 3.37 0.60
C 3.26 3.04 1.19
C 3.34 1.93 2.03
C 2.25 1.11 2.24
C -0.12 -2.83 1.64
C 0.93 -3.09 2.53
C 0.99 -2.62 3.96
C 1.98 -3.89 2.06
C 1.99 -4.41 0.78
C 3.11 -5.30 0.32
C 0.93 -4.12 -0.07
C -0.14 -3.34 0.33
C -1.23 -3.04 -0.65
C -2.20 -1.41 5.21
C -1.95 0.07 5.16
C -2.52 -1.99 6.44
H -3.57 -4.91 7.83
H -3.84 -3.28 8.46
H -2.24 -3.99 8.53
H -3.09 -5.18 5.51
H -3.24 -5.36 3.19
H -1.59 -4.94 2.73
H -2.96 -4.04 2.09
H -0.06 2.95 0.54
H 1.96 4.27 0.00
H 4.13 3.66 1.02
H 4.28 1.70 2.52
H 2.32 0.23 2.87
H 0.64 -1.60 4.09
H 2.01 -2.68 4.33
H 0.37 -3.26 4.61
H 2.79 -4.12 2.74
H 3.97 -5.24 0.98
H 3.41 -5.05 -0.70
H 2.79 -6.34 0.31
H 0.93 -4.53 -1.08
H -1.23 -3.77 -1.47
H -1.08 -2.07 -1.11
H -2.23 -3.08 -0.21
H -2.41 0.54 4.29
H -0.88 0.30 5.12
H -2.36 0.55 6.05
H -2.56 -1.35 7.31

80
Properties=species:S:1:pos:R:3 method="wB97M-V/def2-TZVPD" charge=0 lumo_ha=-0.03434 homo_ev=-7.35 orbital_gap_ev=6.413 de_lowest_kj_mol=0.0 molar_mass_g_mol=673.3
Sr 0.53 -0.83 0.02
C -2.44 -0.02 0.80
C -2.53 -0.32 -0.51
C -2.83 0.67 -1.62
C -1.59 1.31 -2.29
C -0.49 1.73 -1.34
C -0.66 2.21 -0.10
C -1.98 2.52 0.56
C -2.55 1.35 1.41
C 2.75 0.35 -0.27
H -2.51 -0.84 1.53
H -2.61 -1.38 -0.79
H -3.53 1.45 -1.31
H -3.36 0.09 -2.40
H -1.17 0.58 -3.00
H -1.91 2.15 -2.93
H 0.52 1.70 -1.77
H 0.24 2.43 0.51
H -2.75 2.86 -0.16
H -1.85 3.38 1.23
H -2.04 1.36 2.39
H -3.61 1.56 1.63
H 3.27 0.05 0.66
H 2.72 1.44 -0.30
H 3.33 -0.03 -1.12
P 0.14 -2.42 -9.44
P 2.18 0.46 -9.71
C -0.34 -0.79 -10.10
C 0.41 0.34 -10.07
C -0.77 -3.57 -10.54
C -1.95 -3.22 -11.22
C -2.59 -4.16 -12.04
C -2.08 -5.45 -12.18
C -0.90 -5.80 -11.51
C -0.24 -4.87 -10.70
C -0.88 -2.49 -7.90
C -0.49 -1.63 -6.85
C -1.23 -1.60 -5.67
C -2.35 -2.42 -5.51
C -2.72 -3.29 -6.54
C -1.98 -3.34 -7.73
C 2.73 1.27 -11.29
C 2.72 0.46 -12.44
C 3.09 0.99 -13.68
C 3.48 2.33 -13.78
C 3.52 3.13 -12.64
C 3.17 2.60 -11.39
C 2.24 1.88 -8.56
C 3.35 1.97 -7.69
C 3.46 3.04 -6.81
C 2.47 4.02 -6.76
C 1.36 3.94 -7.61
C 1.24 2.86 -8.50
H -1.37 -0.72 -10.48
H -0.06 1.28 -10.41
H -2.37 -2.23 -11.11
H -3.50 -3.87 -12.56
H -2.58 -6.17 -12.82
H -0.50 -6.81 -11.61
H 0.69 -5.14 -10.19
H 0.38 -0.99 -6.98
H -0.92 -0.93 -4.86
H -2.93 -2.39 -4.59
H -3.60 -3.93 -6.43
H -2.26 -4.05 -8.51
H 2.41 -0.58 -12.36
H 3.06 0.36 -14.57
H 3.77 2.74 -14.75
H 3.82 4.18 -12.71
H 3.23 3.23 -10.50
H 4.11 1.19 -7.73
H 4.33 3.10 -6.15
H 2.55 4.85 -6.06
H 0.59 4.70 -7.59
H 0.36 2.79 -9.14
N 0.57 -0.21 2.31
C 0.39 0.03 3.47
N 0.18 0.45 4.64
C 0.08 -0.26 5.74
N -0.03 -0.79 6.78

81
Properties=species:S:1:pos:R:3 method="wB97M-V/def2-TZVPD" charge=0 lumo_ha=-0.03837 homo_ev=-9.26 orbital_gap_ev=8.216 molar_mass_g_mol=571.5 smiles="O=C1c2ccccc2C(=O)c2ccccc21.O=C1c2ccccc2C(=O)c2ccccc21.CCCCNBCCC(C)C"
O 4.48 -0.63 3.91
C 3.32 -0.41 4.17
C 2.75 -0.78 5.50
C 3.58 -1.35 6.45
C 3.08 -1.68 7.70
C 1.74 -1.43 8.01
C 0.91 -0.86 7.06
C 1.41 -0.54 5.80
C 0.48 0.05 4.79
O -0.70 0.21 5.04
C 1.05 0.44 3.47
C 0.23 1.02 2.52
C 0.75 1.41 1.29
C 2.10 1.21 1.01
C 2.92 0.62 1.96
C 2.40 0.23 3.18
H 4.61 -1.54 6.21
H 3.73 -2.12 8.44
H 1.36 -1.67 8.99
H -0.13 -0.67 7.28
H -0.82 1.17 2.75
H 0.10 1.86 0.55
H 2.51 1.52 0.06
H 3.97 0.46 1.75
O -7.83 -0.91 0.98
C -6.75 -1.01 0.43
C -6.65 -1.03 -1.06
C -7.80 -0.90 -1.81
C -7.73 -0.88 -3.19
C -6.49 -0.99 -3.83
C -5.34 -1.13 -3.08
C -5.41 -1.15 -1.69
C -4.15 -1.32 -0.91
O -3.08 -1.48 -1.46
C -4.25 -1.28 0.58
C -3.09 -1.39 1.33
C -3.16 -1.32 2.71
C -4.38 -1.14 3.35
C -5.54 -1.05 2.60
C -5.49 -1.12 1.22
H -8.75 -0.81 -1.31
H -8.63 -0.78 -3.78
H -6.44 -0.97 -4.91
H -4.37 -1.23 -3.56
H -2.15 -1.52 0.83
H -2.25 -1.39 3.30
H -4.42 -1.08 4.42
H -6.50 -0.91 3.08
C 1.84 3.35 -3.11
C 2.98 3.66 -4.07
C 4.14 2.68 -4.10
C 4.88 2.48 -2.79
N 4.21 1.53 -1.88
B 4.25 0.14 -2.35
C 3.26 -0.92 -1.77
C 1.77 -0.56 -1.93
C 1.14 -1.18 -3.15
C 1.87 -0.74 -4.41
C -0.34 -0.78 -3.25
H 2.20 2.93 -2.18
H 1.31 4.26 -2.87
H 1.12 2.67 -3.55
H 2.57 3.67 -5.08
H 3.34 4.66 -3.88
H 4.87 3.06 -4.81
H 3.81 1.72 -4.50
H 5.90 2.16 -3.00
H 4.95 3.44 -2.30
H 4.70 1.56 -1.00
H 5.08 -0.17 -3.16
H 3.48 -0.98 -0.70
H 3.46 -1.90 -2.17
H 1.64 0.51 -1.94
H 1.23 -0.93 -1.06
H 1.21 -2.26 -3.09
H 1.44 -1.21 -5.28
H 2.94 -0.94 -4.37
H 1.74 0.33 -4.54
H -0.99 -1.62 -3.49
H -0.46 -0.04 -4.03
H -0.69 -0.33 -2.34

Look up the charge of the first one. 0

Which of these has the highest charge? C37H37F5P2Pt